ORCA calculation (ωB97M-V/def2-TZVPD) on one molecule with the formula C8H13N3OS in a non-equilibrium geometry.

Properties
HOMO energy: -7.7 eV
lowest unoccupied orbital energy: 0.550 eV
structure (SMILES): CO[C@H](c1ncccn1)[C@@H](C)SN
ΔE to the lowest compared entry with this formula, charge and spin: 49.1 kcal/mol

Structure (ORCA input):
```
! RIJCOSX wB97M-V def2-TZVPD def2/J DEFGRID3
* xyz 0 1
C 0.46853 -2.08245 1.88634
O 0.69239 -1.36312 0.69059
C 0.26091 0.01797 0.57604
C -1.18003 0.08349 0.15560
N -2.06852 0.29201 1.05107
C -3.33326 0.21170 0.64657
C -3.70335 0.09638 -0.70070
C -2.66359 0.08478 -1.59626
N -1.41968 0.00936 -1.17311
C 1.20871 0.75625 -0.48438
C 0.94840 2.25564 -0.33717
S 2.96554 0.34790 -0.04074
N 3.43664 -0.16082 -1.67338
H 1.12932 -2.88641 1.87840
H -0.57919 -2.53848 1.79126
H 0.27148 -1.46930 2.79991
H 0.39914 0.53483 1.58168
H -3.97733 0.22005 1.54607
H -4.70181 0.08207 -1.02958
H -2.83128 0.35350 -2.62912
H 1.11416 0.20618 -1.36164
H 1.39512 2.78600 -1.23769
H -0.05232 2.46686 -0.42388
H 1.24886 2.54650 0.65216
H 4.43426 -0.32344 -1.60676
H 3.03683 -1.02229 -2.05702
*
```


ORCA calculation (ωB97M-V/def2-TZVPD) on an isolated ion of composition C8H13N3S and charge +2 in a non-equilibrium geometry.

Properties
HOMO energy (alpha / beta): -15.1 / -15.0 eV
lowest unoccupied orbital energy (alpha / beta): -8.382 / -8.229 eV
ΔE to the lowest compared entry with this formula, charge and spin: 0.0 kcal/mol

Structure (ORCA input):
```
! RIJCOSX wB97M-V def2-TZVPD def2/J DEFGRID3
* xyz 2 1
C 0.03672 1.98339 -0.79449
C 1.33518 2.41754 -0.36277
C -0.41851 0.73516 -0.48147
C 1.64189 0.22317 0.54649
C 0.40669 -1.53250 -0.64221
C -2.57245 0.23559 0.63593
C 2.54889 -0.65979 1.40061
C -0.78596 -2.10125 -1.26531
N 0.55498 -0.25853 -0.14375
N 1.99193 1.50859 0.34270
N -1.89197 0.56721 -0.42734
S -4.22545 0.02015 0.47064
H -0.55675 2.68200 -1.22373
H 1.59196 3.46355 -0.29765
H 1.24429 -2.15695 -0.66843
H -2.00910 -0.12278 1.47779
H 3.33651 -1.07735 0.78747
H 1.86344 -1.29048 1.94853
H 3.12667 0.09696 2.00114
H -1.60506 -2.43415 -0.61895
H -0.57236 -3.03323 -1.83127
H -1.29888 -1.45281 -1.99790
H 2.88966 1.73172 0.67925
H -2.33305 0.72710 -1.27385
H -4.29925 -0.27232 1.73858
*
```


ORCA calculation (ωB97M-V/def2-TZVPD) on a 2-piece molecular cluster, C8H13N4O overall in a non-equilibrium geometry.

Properties
HOMO energy (alpha / beta): -6.9 / -12.3 eV
lowest unoccupied orbital energy (alpha / beta): -2.833 / -4.547 eV
ΔE to the lowest compared entry with this formula, charge and spin: 0.0 kcal/mol

Structure (ORCA input):
```
! RIJCOSX wB97M-V def2-TZVPD def2/J DEFGRID3
* xyz 1 3
C 5.41401 1.61299 -0.86744
C 4.37366 0.75047 -1.23613
C 4.14845 1.00827 0.86045
C -2.49069 -0.69746 0.72162
C -1.23394 -0.36716 0.44975
C -4.38219 -0.03509 -0.48061
C -4.44013 -0.91233 -1.71010
C 1.00572 -0.83822 0.10262
N 5.12369 1.78661 0.42737
N -3.64998 -0.01083 0.51655
N 3.66830 0.36286 -0.17771
N -0.15197 -1.13320 0.69845
O 2.02807 -1.46249 0.27946
H 6.08562 2.16941 -1.45865
H 4.21450 0.25966 -2.26295
H 4.16635 0.81328 1.92630
H -2.69405 -1.70844 1.21809
H -1.00594 0.44302 -0.16142
H -5.15097 0.74777 -0.45506
H -3.81541 -1.72583 -1.38958
H -3.92824 -0.43788 -2.56797
H -5.50322 -1.05870 -1.93727
H 0.97702 0.08755 -0.52401
H 5.59968 2.36810 1.16608
H -0.18252 -2.09363 1.05760
H 3.14463 -0.55594 -0.12755
*
```


ORCA calculation (ωB97M-V/def2-TZVPD) on C8H13N5 as an isolated structure in a non-equilibrium geometry.

Properties
HOMO energy: -16.8 eV
lowest unoccupied orbital energy: -9.196 eV
ΔE to the lowest compared entry with this formula, charge and spin: 122.4 kcal/mol

Structure (ORCA input):
```
! RIJCOSX wB97M-V def2-TZVPD def2/J DEFGRID3
* xyz 2 1
C 4.87282 0.07654 0.11094
C 4.04649 1.11411 -0.44880
C 4.29562 -1.07967 0.54498
C 2.74992 0.91048 -0.74998
C 2.96056 -1.34076 0.29294
C 2.09866 -0.30626 -0.24060
C -4.14566 0.07746 -0.18611
C 0.72504 -0.36509 -0.40693
N -4.14673 0.81869 0.90345
N -2.93533 -0.68821 -0.27187
N -5.09425 -0.12286 -1.03068
N -2.92221 1.09549 1.35594
N -1.90675 -0.08210 0.29246
H 5.91681 0.31834 0.12097
H 4.54178 2.01278 -0.83466
H 4.91554 -1.73489 0.95706
H 2.07870 1.61460 -1.28009
H 2.53097 -2.25170 0.42037
H 0.27017 0.51263 -0.83675
H 0.09317 -1.20190 -0.15890
H -3.17052 -1.67065 0.08541
H -5.83536 0.59666 -1.07346
H -4.94994 -0.78971 -1.80328
H -2.71005 2.10213 1.00620
H -2.88915 1.09178 2.41574
H -1.39028 -0.70789 0.81563
*
```


> Look up the ΔE to the lowest compared entry with this formula, charge and spin of the fourth one.

122.4 kcal/mol


> Which of these has the highest ΔE to the lowest compared entry with this formula, charge and spin?

C8H13N5


> What is the ΔE to the lowest compared entry with this formula, charge and spin in the second record?

0.0 kcal/mol